Here is a molecular structure, C25H18BrI2N7NaO3S at a distorted geometry from the OMol25 dataset. Energies are from wB97M-V/def2-TZVPD.

Calculated values
HOMO energy, eV: -4.3
LUMO level, eV: 1.824
Relative energy (zero: lowest compared OMol25 entry of this formula, charge and spin), kcal/mol: 31.6
Net charge: -1
Orbital gap, hartree: 0.22595

Each line ends with the natural charge from an NBO analysis.
Cartesian coordinates (Å):
Na (0.079, 0.346, -0.180)  0.889
N (7.359, 4.830, 0.882)  -0.803
C (6.294, 4.093, 0.371)  0.180
C (5.007, 4.628, 0.353)  -0.273
C (3.939, 3.872, -0.097)  -0.170
C (4.147, 2.572, -0.536)  -0.306
C (5.428, 2.030, -0.535)  -0.145
C (6.492, 2.789, -0.088)  -0.286
S (2.766, 1.662, -1.129)  2.310
O (3.314, 0.877, -2.282)  -0.978
O (1.769, 2.642, -1.480)  -0.959
N (2.150, 0.683, -0.094)  -1.016
C (2.697, -0.541, 0.234)  0.568
N (1.804, -1.551, 0.344)  -0.494
C (2.266, -2.690, 0.843)  0.099
C (3.589, -2.880, 1.199)  -0.363
C (4.437, -1.821, 0.933)  0.092
N (4.015, -0.661, 0.446)  -0.502
H (7.233, 5.827, 0.929)  0.377
H (8.280, 4.544, 0.602)  0.377
H (4.846, 5.645, 0.693)  0.204
H (2.940, 4.286, -0.122)  0.245
H (5.577, 1.016, -0.877)  0.245
H (7.493, 2.371, -0.091)  0.203
H (1.541, -3.492, 0.936)  0.192
H (3.941, -3.806, 1.629)  0.217
H (5.504, -1.898, 1.121)  0.184
Br (-4.771, 6.855, -2.111)  0.027
C (-5.224, 5.555, -0.804)  -0.102
C (-4.312, 5.235, 0.189)  -0.230
C (-4.651, 4.296, 1.150)  -0.243
C (-5.905, 3.685, 1.138)  0.166
C (-6.803, 4.031, 0.139)  -0.247
C (-6.468, 4.954, -0.842)  -0.227
N (-6.408, 2.901, 2.231)  -0.260
N (-5.691, 2.085, 2.868)  -0.110
C (-4.481, 1.539, 2.425)  -0.087
C (-3.599, 1.238, 3.463)  -0.126
C (-2.276, 0.906, 3.265)  -0.373
C (-1.730, 0.798, 1.958)  0.438
O (-0.515, 0.619, 1.730)  -0.730
C (-2.718, 0.873, 0.846)  0.055
N (-2.265, 0.510, -0.386)  -0.461
C (-3.107, 0.473, -1.393)  0.036
C (-4.471, 0.755, -1.244)  -0.260
C (-4.942, 1.122, -0.016)  -0.173
C (-4.060, 1.235, 1.083)  -0.008
H (-3.341, 5.711, 0.211)  0.227
H (-3.941, 4.044, 1.926)  0.232
H (-7.779, 3.560, 0.135)  0.218
H (-7.173, 5.211, -1.622)  0.219
H (-3.987, 1.363, 4.469)  0.215
H (-1.601, 0.756, 4.097)  0.212
H (-2.704, 0.174, -2.355)  0.205
H (-5.137, 0.659, -2.092)  0.214
H (-5.999, 1.291, 0.127)  0.215
I (1.366, -0.120, -3.155)  0.188
I (-0.854, -1.323, -4.424)  -0.320

Atomic forces in eV per Å
Na -0.72 -0.43 -1.04
N -0.07 -0.09 0.09
C 0.08 0.04 0.01
C -0.03 0.02 0.03
C 0.06 -0.03 0.03
C 0.21 0.03 0.08
C -0.06 0.06 0.01
C 0.02 -0.02 0.00
S 0.46 -0.09 -0.29
O 0.05 0.49 0.50
O 0.01 0.01 0.18
N 1.19 -0.33 0.32
C -0.09 0.39 -0.22
N 0.29 0.30 0.26
C -0.29 0.05 -0.17
C 0.10 -0.04 0.00
C 0.00 0.09 -0.04
N 0.05 -0.05 0.11
H 0.02 0.00 -0.07
H -0.01 0.03 -0.06
H -0.01 -0.02 0.02
H 0.01 0.00 -0.02
H -0.01 0.02 -0.02
H -0.02 -0.01 0.02
H 0.00 0.02 0.04
H 0.00 0.00 -0.04
H 0.01 -0.01 -0.01
Br 0.02 0.01 -0.03
C 0.00 0.00 0.05
C -0.01 -0.09 0.05
C 0.10 0.07 0.07
C -0.11 -0.20 0.16
C -0.11 -0.02 -0.19
C -0.07 -0.10 0.02
N 0.49 0.16 -0.05
N -0.10 -0.35 -0.36
C -0.12 0.24 0.06
C 0.11 0.10 0.06
C -0.11 0.01 -0.08
C -0.22 0.14 0.01
O -0.42 0.06 0.99
C 0.14 -0.13 -0.01
N -0.17 0.19 0.33
C 0.05 -0.03 0.03
C -0.03 -0.04 -0.10
C 0.02 0.08 0.13
C -0.20 -0.02 0.01
H 0.00 -0.01 0.00
H 0.03 0.01 0.00
H -0.01 0.07 0.02
H 0.00 0.00 0.01
H 0.02 -0.01 0.00
H -0.02 -0.01 0.01
H -0.01 0.03 0.00
H 0.02 0.00 0.02
H -0.06 0.08 0.03
I -0.83 -0.85 -1.23
I 0.37 0.17 0.26